ORCA calculation (ωB97M-V with the def2-TZVPD basis set) on C20H28FN3NbO2 as an isolated structure.

Computed properties:
Frontier orbital gap = 4.78 eV
E_tot = -1250.1968 hartree
Charge = -1
HOMO = -0.1646 hartree

Geometry (Å):
C (5.574, 0.266, -1.981)
C (4.166, -0.605, -1.696)
F (3.813, -1.196, -2.974)
C (4.375, -1.411, -0.367)
Nb (3.687, -3.552, -0.044)
C (3.947, -4.174, -2.273)
C (1.476, -3.107, -0.199)
C (0.759, -2.521, -1.477)
N (1.040, -1.051, -1.854)
N (0.567, -3.415, -2.698)
N (-0.724, -2.374, -1.014)
H (6.392, -0.528, -2.282)
H (5.448, 1.039, -2.852)
H (5.966, 0.775, -0.978)
H (3.360, 0.259, -1.494)
H (5.538, -1.383, -0.086)
H (3.874, -0.794, 0.529)
H (3.568, -3.164, 1.748)
H (5.416, -4.012, 0.142)
H (3.268, -5.278, 0.249)
H (4.760, -3.541, -2.827)
H (4.440, -5.260, -2.172)
H (2.954, -4.346, -2.837)
H (1.239, -2.370, 0.715)
H (0.901, -4.108, 0.117)
H (1.058, -0.451, -1.000)
H (0.262, -0.781, -2.512)
H (-0.355, -3.124, -3.144)
H (1.284, -3.048, -3.393)
H (-0.788, -1.491, -0.450)
H (-0.995, -3.194, -0.431)
C (-3.849, 3.602, 5.319)
C (-3.206, 2.365, 5.357)
C (-2.879, 1.711, 4.168)
C (-3.206, 2.290, 2.936)
C (-3.871, 3.515, 2.899)
C (-4.182, 4.179, 4.093)
C (-4.265, 4.112, 1.606)
O (-4.845, 5.190, 1.572)
C (-3.957, 3.388, 0.357)
C (-4.377, 3.914, -0.872)
C (-4.078, 3.241, -2.059)
C (-3.355, 2.050, -2.023)
C (-2.941, 1.520, -0.800)
C (-3.251, 2.186, 0.393)
C (-2.840, 1.600, 1.684)
O (-2.208, 0.550, 1.716)
H (-4.096, 4.116, 6.245)
H (-2.958, 1.909, 6.313)
H (-2.373, 0.748, 4.206)
H (-4.689, 5.142, 4.070)
H (-4.939, 4.845, -0.909)
H (-4.409, 3.649, -3.012)
H (-3.116, 1.530, -2.948)
H (-2.380, 0.587, -0.780)


ORCA calculation (ωB97M-V with the def2-TZVPD basis set) on C20H28IN2O2P2Pd as an isolated structure.

Computed properties:
Frontier orbital gap = 6.80 eV
ΔE to the lowest compared entry with this formula, charge and spin = 85.99 kJ/mol
E_tot = -2147.0355 hartree
Charge = +1
HOMO = -0.3718 hartree

Geometry (Å):
Pd (1.056, 0.289, 0.380)
C (1.106, 0.670, -4.439)
C (-0.199, 0.924, -3.750)
N (-1.272, 1.066, -4.467)
C (-2.457, 1.317, -3.852)
C (-2.606, 1.407, -2.503)
C (-3.986, 1.653, -1.945)
O (-4.071, 2.792, -1.091)
C (-1.455, 1.215, -1.667)
C (-1.654, 1.303, -0.256)
N (-0.854, 0.934, 0.701)
C (-1.279, 1.113, 2.046)
C (-2.587, 0.831, 2.431)
C (-2.991, 0.998, 3.746)
C (-2.093, 1.445, 4.702)
C (-0.783, 1.724, 4.340)
C (-0.385, 1.549, 3.025)
I (1.600, 2.008, 2.511)
C (-0.196, 0.992, -2.299)
O (0.937, 0.866, -1.720)
H (0.949, 0.667, -5.514)
H (1.530, -0.289, -4.132)
H (1.835, 1.438, -4.174)
H (-3.308, 1.447, -4.510)
H (-4.321, 0.806, -1.341)
H (-4.688, 1.744, -2.776)
H (-3.994, 3.585, -1.631)
H (-2.595, 1.749, 0.053)
H (-3.291, 0.462, 1.694)
H (-4.011, 0.770, 4.022)
H (-2.405, 1.576, 5.729)
H (-0.078, 2.079, 5.078)
C (3.328, -1.116, -1.655)
P (3.092, -0.566, 0.047)
C (4.501, 0.521, 0.372)
C (3.287, -2.018, 1.136)
C (2.072, -2.928, 0.940)
P (0.523, -1.917, 0.923)
C (-0.225, -2.134, 2.561)
C (-0.593, -2.798, -0.198)
H (4.297, -1.607, -1.763)
H (3.273, -0.252, -2.317)
H (2.531, -1.800, -1.946)
H (5.426, -0.053, 0.286)
H (4.440, 0.938, 1.377)
H (4.523, 1.335, -0.351)
H (3.314, -1.625, 2.156)
H (4.233, -2.531, 0.954)
H (2.013, -3.702, 1.706)
H (2.130, -3.440, -0.024)
H (-0.345, -3.193, 2.797)
H (-1.201, -1.653, 2.583)
H (0.400, -1.657, 3.317)
H (-0.715, -3.830, 0.137)
H (-0.190, -2.788, -1.211)
H (-1.568, -2.312, -0.217)


ORCA calculation (ωB97M-V with the def2-TZVPD basis set) on one molecule with the formula C20H28N2O3.

Computed properties:
Frontier orbital gap = 9.49 eV
ΔE to the lowest compared entry with this formula, charge and spin = 44.37 kJ/mol
E_tot = -1114.1901 hartree
SMILES = O=C1CCCN1CCC(=O)N1CCC[C@@](CO)(Cc2ccccc2)C1
HOMO = -0.3294 hartree

Geometry (Å):
O (0.116, 4.800, 2.286)
C (1.076, 4.110, 2.553)
C (2.188, 4.428, 3.541)
C (3.277, 3.408, 3.215)
C (2.510, 2.251, 2.568)
N (1.329, 2.891, 2.031)
C (0.439, 2.238, 1.110)
C (1.095, 1.982, -0.260)
C (1.864, 0.674, -0.300)
O (3.084, 0.653, -0.248)
N (1.147, -0.473, -0.349)
C (1.845, -1.740, -0.442)
C (1.650, -2.344, -1.830)
C (0.159, -2.481, -2.137)
C (-0.609, -1.169, -1.929)
C (-0.188, -0.133, -2.996)
O (-0.841, 1.107, -2.866)
C (-2.134, -1.406, -2.052)
C (-2.687, -2.418, -1.089)
C (-3.142, -2.029, 0.166)
C (-3.636, -2.961, 1.061)
C (-3.690, -4.299, 0.712)
C (-3.259, -4.697, -0.542)
C (-2.765, -3.763, -1.435)
C (-0.277, -0.606, -0.533)
H (2.511, 5.462, 3.443)
H (1.789, 4.291, 4.548)
H (3.835, 3.089, 4.093)
H (3.980, 3.830, 2.496)
H (3.080, 1.762, 1.777)
H (2.220, 1.493, 3.310)
H (-0.410, 2.918, 0.993)
H (0.088, 1.297, 1.552)
H (1.810, 2.782, -0.455)
H (0.347, 2.004, -1.051)
H (2.901, -1.554, -0.243)
H (1.445, -2.417, 0.321)
H (2.138, -1.708, -2.570)
H (2.123, -3.326, -1.870)
H (0.023, -2.830, -3.163)
H (-0.262, -3.234, -1.467)
H (0.873, 0.096, -2.885)
H (-0.347, -0.553, -3.998)
H (-1.756, 1.019, -3.153)
H (-2.343, -1.734, -3.074)
H (-2.645, -0.455, -1.881)
H (-3.120, -0.984, 0.442)
H (-3.984, -2.640, 2.032)
H (-4.075, -5.028, 1.410)
H (-3.311, -5.737, -0.828)
H (-2.444, -4.080, -2.417)
H (-0.773, 0.354, -0.410)
H (-0.654, -1.299, 0.228)


ORCA calculation (ωB97M-V with the def2-TZVPD basis set) on a 5-piece molecular cluster, C20H28N4O2S overall.

Computed properties:
Frontier orbital gap = 8.78 eV
ΔE to the lowest compared entry with this formula, charge and spin = 545.88 kJ/mol
E_tot = -1546.4660 hartree
SMILES = O=S1(=O)CCCC1.c1cc[nH]c1.c1cc[nH]c1.c1cc[nH]c1.c1cc[nH]c1
HOMO = -0.3003 hartree

Geometry (Å):
O (-2.335, 3.695, -0.994)
S (-1.127, 2.913, -1.313)
O (-0.410, 3.265, -2.519)
C (0.071, 3.025, 0.127)
C (0.325, 1.645, 0.504)
C (-0.139, 0.561, -0.545)
C (-1.379, 1.067, -1.203)
H (-0.489, 3.589, 0.874)
H (1.020, 3.530, -0.055)
H (1.383, 1.445, 0.674)
H (-0.225, 1.397, 1.412)
H (-0.335, -0.351, 0.020)
H (0.725, 0.570, -1.209)
H (-2.135, 0.895, -0.437)
H (-1.770, 0.784, -2.180)
C (3.437, -1.506, -1.596)
C (3.870, -2.335, -0.509)
C (4.674, -1.620, 0.319)
N (4.667, -0.356, -0.079)
C (3.931, -0.274, -1.244)
H (2.742, -1.752, -2.385)
H (3.604, -3.373, -0.380)
H (5.175, -1.985, 1.204)
H (5.226, 0.349, 0.381)
H (3.650, 0.664, -1.698)
C (1.066, -0.101, 4.910)
C (0.502, 0.945, 4.169)
C (-0.856, 0.973, 4.520)
N (-1.180, -0.009, 5.429)
C (0.054, -0.659, 5.671)
H (2.084, -0.440, 5.034)
H (1.070, 1.616, 3.541)
H (-1.602, 1.650, 4.130)
H (-2.053, -0.275, 5.861)
H (0.060, -1.368, 6.485)
C (0.210, -2.312, -5.010)
C (-0.013, -1.675, -3.779)
C (0.646, -0.478, -4.024)
N (0.994, -0.391, -5.311)
C (0.835, -1.553, -5.988)
H (-0.013, -3.347, -5.222)
H (-0.303, -2.085, -2.823)
H (0.854, 0.374, -3.393)
H (1.486, 0.433, -5.626)
H (1.147, -1.655, -7.017)
C (-2.921, -0.575, 1.808)
C (-3.282, -1.543, 0.850)
C (-4.523, -1.166, 0.295)
N (-4.885, 0.040, 0.854)
C (-3.887, 0.454, 1.719)
H (-2.138, -0.509, 2.549)
H (-2.804, -2.500, 0.702)
H (-5.083, -1.792, -0.384)
H (-5.678, 0.655, 0.746)
H (-3.944, 1.450, 2.132)